{"formula": "C40H64ClIN5O7", "method": "ωB97M-V/def2-TZVPD", "elements": ["C", "C", "N", "C", "C", "C", "O", "C", "I", "C", "C", "C", "O", "Cl", "C", "C", "C", "O", "N", "C", "O", "H", "H", "H", "H", "H", "H", "H", "H", "H", "H", "C", "C", "C", "C", "C", "C", "N", "O", "C", "C", "C", "H", "H", "H", "H", "H", "H", "H", "H", "H", "H", "H", "H", "H", "H", "H", "H", "H", "H", "C", "C", "C", "C", "C", "C", "N", "O", "C", "C", "C", "H", "H", "H", "H", "H", "H", "H", "H", "H", "H", "H", "H", "H", "H", "H", "H", "H", "H", "C", "C", "C", "C", "C", "C", "N", "O", "C", "C", "C", "H", "H", "H", "H", "H", "H", "H", "H", "H", "H", "H", "H", "H", "H", "H", "H", "H", "H"], "xyz": [[2.126, 2.197, -3.310], [2.244, 3.746, -3.625], [3.214, 4.454, -3.215], [1.034, 4.344, -4.460], [-0.258, 3.636, -3.900], [-1.000, 2.606, -4.616], [-0.606, 2.218, -5.881], [-2.164, 2.012, -3.929], [-3.254, 0.473, -4.938], [-2.576, 2.423, -2.574], [-3.786, 1.741, -1.877], [-3.255, 0.465, -1.103], [-3.136, -0.591, -1.621], [-2.764, 0.601, 0.652], [-1.847, 3.469, -1.883], [-0.689, 4.045, -2.570], [-0.091, 5.103, -1.601], [0.902, 5.760, -1.661], [-1.038, 5.155, -0.508], [-2.057, 4.135, -0.495], [-2.845, 3.933, 0.378], [1.415, 1.995, -2.467], [1.656, 1.732, -4.224], [3.119, 1.732, -3.106], [3.864, 3.867, -2.673], [1.175, 4.137, -5.554], [0.981, 5.450, -4.312], [-0.992, 2.801, -6.558], [-4.204, 2.417, -1.085], [-4.605, 1.489, -2.589], [-1.427, 6.081, -0.306], [-3.750, 0.976, 4.656], [-2.257, 0.900, 5.060], [-1.621, -0.392, 4.510], [-1.981, -1.652, 5.290], [-1.734, -1.455, 6.782], [-2.445, -0.214, 7.342], [-2.151, 1.015, 6.546], [-0.914, 1.397, 6.838], [-3.967, -0.473, 7.383], [-2.066, -0.045, 8.824], [-1.604, 2.093, 4.322], [-4.333, 1.549, 5.380], [-3.887, 1.478, 3.695], [-4.210, -0.007, 4.541], [-0.529, -0.292, 4.520], [-1.902, -0.528, 3.461], [-3.022, -1.932, 5.105], [-1.374, -2.487, 4.930], [-2.061, -2.348, 7.323], [-0.655, -1.376, 6.955], [-4.507, 0.417, 7.714], [-4.200, -1.276, 8.087], [-4.386, -0.791, 6.431], [-0.989, 0.038, 8.974], [-2.394, -0.910, 9.404], [-2.541, 0.841, 9.253], [-1.997, 3.046, 4.684], [-1.800, 2.041, 3.246], [-0.518, 2.108, 4.429], [0.484, -3.259, -4.597], [-0.829, -4.084, -4.557], [-0.542, -5.515, -4.066], [0.094, -6.421, -5.116], [-0.701, -6.386, -6.417], [-0.908, -4.960, -6.946], [-1.469, -4.047, -5.908], [-2.753, -4.345, -5.759], [0.437, -4.411, -7.471], [-1.793, -5.015, -8.204], [-1.682, -3.385, -3.481], [0.441, -2.474, -5.355], [0.671, -2.753, -3.648], [1.365, -3.874, -4.785], [-1.478, -5.983, -3.741], [0.103, -5.481, -3.184], [1.134, -6.133, -5.292], [0.125, -7.447, -4.738], [-0.188, -6.993, -7.170], [-1.671, -6.869, -6.252], [0.336, -3.372, -7.793], [0.775, -4.989, -8.335], [1.248, -4.467, -6.749], [-2.757, -5.492, -8.018], [-1.306, -5.597, -8.990], [-1.977, -4.014, -8.600], [-1.940, -2.368, -3.781], [-1.138, -3.325, -2.536], [-2.606, -3.924, -3.264], [3.595, -0.080, 4.075], [3.968, 0.151, 2.587], [5.398, 0.711, 2.479], [5.519, 2.192, 2.827], [4.497, 3.018, 2.054], [3.062, 2.504, 2.237], [2.944, 1.042, 1.962], [3.003, 0.872, 0.648], [2.587, 2.819, 3.673], [2.115, 3.334, 1.353], [3.974, -1.262, 1.973], [2.519, 0.008, 4.237], [3.871, -1.083, 4.408], [4.106, 0.607, 4.751], [5.766, 0.576, 1.456], [6.070, 0.136, 3.122], [5.401, 2.343, 3.904], [6.527, 2.541, 2.582], [4.563, 4.063, 2.370], [4.765, 3.007, 0.991], [1.593, 2.406, 3.856], [2.525, 3.899, 3.827], [3.256, 2.453, 4.449], [2.393, 3.306, 0.298], [2.134, 4.385, 1.648], [1.084, 2.984, 1.446], [2.977, -1.709, 1.999], [4.647, -1.919, 2.528], [4.326, -1.267, 0.940]], "orbital_gap_ev": [7.769, 8.355], "s2": 3.7628, "molar_mass_g_mol": 889.337, "spin_multiplicity": 4, "e_homo_ev": [-8.67, -9.25], "charge": 0}


{"formula": "C4H10N2O2", "method": "ωB97M-V/def2-TZVPD", "elements": ["C", "C", "O", "N", "H", "H", "H", "H", "H", "C", "C", "O", "N", "H", "H", "H", "H", "H"], "xyz": [[0.890, 3.363, -1.315], [1.018, 2.122, -0.443], [0.549, 1.029, -0.728], [1.849, 1.991, 0.668], [0.545, 3.055, -2.406], [2.008, 3.749, -1.423], [1.763, 1.294, 1.446], [2.151, 2.945, 1.067], [0.237, 4.058, -0.865], [-1.856, -3.594, 0.879], [-1.471, -2.306, 0.161], [-2.155, -1.562, -0.450], [-0.206, -1.733, 0.140], [-0.052, -0.880, -0.467], [0.558, -1.791, 0.795], [-2.871, -3.605, 0.858], [-1.422, -3.665, 1.775], [-1.536, -4.472, 0.309]], "orbital_gap_ev": [9.633, 4.645], "s2": 0.7716, "molar_mass_g_mol": 118.136, "spin_multiplicity": 2, "e_homo_ev": [-13.36, -13.32], "relative_energy_kcal_mol": 54.6, "charge": 1}


{"formula": "C26H22IN5O3Ti", "method": "ωB97M-V/def2-TZVPD", "elements": ["Ti", "C", "C", "N", "C", "C", "C", "O", "C", "C", "N", "C", "C", "C", "C", "C", "C", "I", "C", "O", "H", "H", "H", "H", "H", "H", "H", "H", "H", "H", "H", "H", "O", "C", "N", "C", "C", "C", "C", "C", "C", "N", "C", "C", "C", "C", "C", "N", "H", "H", "H", "H", "H", "H", "H", "H", "H", "H"], "xyz": [[0.166, 0.111, -0.143], [2.970, 1.692, -3.230], [1.708, 1.024, -3.692], [1.307, 1.250, -4.945], [0.187, 0.639, -5.347], [-0.576, -0.208, -4.573], [-1.828, -0.800, -5.144], [-1.788, -2.225, -5.269], [-0.170, -0.469, -3.232], [-0.929, -1.344, -2.410], [-0.681, -1.530, -1.070], [-1.188, -2.658, -0.443], [-2.378, -3.300, -0.825], [-2.872, -4.382, -0.117], [-2.202, -4.874, 0.995], [-1.016, -4.271, 1.388], [-0.524, -3.194, 0.673], [1.280, -2.327, 1.268], [1.015, 0.195, -2.808], [1.466, 0.056, -1.547], [3.346, 2.332, -4.025], [3.730, 0.953, -2.968], [2.799, 2.290, -2.332], [-0.126, 0.845, -6.368], [-2.032, -0.342, -6.117], [-2.687, -0.597, -4.498], [-0.931, -2.456, -5.643], [-1.659, -1.976, -2.895], [-2.932, -2.918, -1.671], [-3.798, -4.843, -0.437], [-2.590, -5.719, 1.547], [-0.470, -4.645, 2.244], [0.405, 2.773, 3.074], [0.241, 1.808, 2.342], [0.819, 1.550, 1.155], [1.345, 2.701, 0.439], [0.426, 2.985, -0.735], [0.474, 4.158, -1.472], [-0.397, 4.323, -2.534], [-1.313, 3.323, -2.827], [-1.303, 2.183, -2.052], [-0.449, 2.014, -1.036], [-0.802, 0.770, 2.706], [-1.333, 0.714, 3.979], [-2.380, -0.162, 4.217], [-2.876, -0.917, 3.168], [-2.285, -0.799, 1.921], [-1.249, 0.013, 1.693], [2.353, 2.511, 0.059], [1.390, 3.570, 1.098], [1.193, 4.922, -1.208], [-0.367, 5.227, -3.127], [-2.011, 3.413, -3.647], [-1.976, 1.358, -2.250], [-0.928, 1.372, 4.734], [-2.817, -0.239, 5.205], [-3.708, -1.594, 3.297], [-2.650, -1.372, 1.081]], "orbital_gap_ev": [5.624, 7.776], "s2": 2.0291, "molar_mass_g_mol": 627.265, "spin_multiplicity": 3, "e_homo_ev": [-5.77, -7.93], "relative_energy_kcal_mol": 0.2, "charge": 0}